This record from the Open Molecules 2025 dataset describes a structure of composition C19H23Cl5N6O4Pm. The level of theory is the ωB97M-V functional and the def2-TZVPD basis.

The geometry in XYZ format:
```
58
Properties=species:S:1:pos:R:3:forces:R:3
Pm -0.261493 0.306068 -0.422557 0.16 0.23 -0.76
N 0.052498 2.854105 -0.951614 -0.27 -0.03 -0.20
C -0.696142 3.206950 -2.181526 0.01 -0.08 0.15
C -2.108900 2.662089 -2.094623 0.12 -0.10 -0.07
N -2.140206 1.188125 -1.971504 -0.19 0.11 -0.09
C -2.377619 0.449675 -3.228434 0.04 0.08 0.12
C -1.080812 -0.014349 -3.856513 0.10 -0.04 0.09
N -0.357553 -0.873447 -2.898206 -0.08 0.23 -0.03
H 1.001045 3.204337 -1.016554 0.14 -0.06 -0.01
H -0.371810 3.337581 -0.165797 -0.02 0.02 0.11
H -0.750625 4.284113 -2.337666 0.07 0.10 -0.01
H -0.170528 2.773010 -3.031112 0.06 0.01 -0.05
H -2.595464 3.085567 -1.217025 -0.06 -0.01 0.07
H -2.666510 2.991577 -2.972980 -0.10 0.00 -0.02
H -2.868075 0.955883 -1.304160 -0.11 0.04 -0.03
H -2.987193 -0.423233 -2.994183 -0.05 -0.05 0.02
H -2.940053 1.054339 -3.941835 -0.06 0.04 -0.03
H -1.293593 -0.521079 -4.798256 -0.01 -0.04 -0.08
H -0.444345 0.839914 -4.086341 0.05 0.02 -0.02
H -0.835669 -1.764690 -2.824804 -0.03 -0.09 0.07
H 0.568350 -1.082050 -3.253763 0.10 0.02 0.05
C 3.202753 0.740121 2.079005 -0.04 0.00 0.08
C 1.818446 1.074185 2.515785 -0.06 -0.05 0.02
N 0.717964 1.070386 1.778477 -0.29 0.11 0.15
C -0.323885 1.449021 2.623624 0.13 -0.01 -0.27
C 0.169050 1.683083 3.870723 -0.01 -0.06 0.08
N 1.507495 1.429370 3.773362 0.25 0.05 0.17
C -0.348546 2.116767 5.205675 0.20 0.16 -0.03
O -1.602415 2.496223 5.283303 -0.07 0.07 -0.24
O 0.425056 2.130415 6.130415 -0.10 -0.07 0.00
C -1.720451 1.556101 2.115848 -0.09 0.04 -0.20
O -2.602785 1.996839 2.837580 0.00 0.11 0.16
O -1.879681 1.173361 0.888933 -0.03 0.18 0.59
H 3.260804 0.747154 0.995204 0.01 0.01 -0.04
H 3.488984 -0.254768 2.430218 -0.04 0.04 -0.02
H 3.918323 1.459603 2.480761 -0.05 -0.03 -0.01
H 2.123641 1.519216 4.570035 0.03 0.00 0.01
H -2.037904 2.470778 4.387108 -0.08 -0.27 0.14
Cl 1.019871 -2.435554 1.302885 0.13 -0.09 0.06
C 2.232922 -1.927958 0.126243 -0.12 -0.01 0.06
C 1.882884 -0.854879 -0.658856 0.55 -0.19 0.04
C 2.852348 -0.427855 -1.533614 -0.09 0.05 -0.02
Cl 2.419716 0.973156 -2.529996 0.09 -0.02 -0.04
C 4.111178 -1.000787 -1.653590 0.05 0.07 -0.11
Cl 5.262012 -0.380917 -2.764630 0.05 -0.04 0.00
C 4.412159 -2.096744 -0.839722 0.00 0.00 -0.01
Cl 5.946124 -2.851278 -0.949397 0.00 0.00 0.00
C 3.459592 -2.573911 0.065871 0.00 -0.05 0.09
Cl 3.807172 -3.907250 1.088161 0.05 -0.02 -0.01
C -2.142184 -4.966025 0.691455 -0.01 0.14 -0.02
C -2.972023 -3.684786 0.886533 0.25 0.00 -0.16
C -2.340637 -2.518112 0.255651 -0.32 -0.40 0.20
N -1.840630 -1.615847 -0.243005 -0.24 -0.26 -0.01
H -2.681761 -5.808147 1.121393 0.02 0.05 0.00
H -1.174381 -4.883004 1.184389 -0.03 0.00 -0.02
H -1.976380 -5.166551 -0.366951 -0.02 0.00 0.05
H -3.102292 -3.455073 1.943222 0.01 0.06 0.05
H -3.967830 -3.790825 0.457363 -0.04 0.04 -0.05
```
Forces are in eV/Å.

Summary:
LUMO level (alpha / beta): -2.3784 / -2.3675 eV
Total charge: +1
Highest occupied orbital energy (alpha / beta): -11.6220 / -11.6257 eV
ΔE to the lowest compared entry with this formula, charge and spin: 0.0 kcal/mol
Calculated total energy: -4276.663613 Eh
Orbital gap (alpha / beta): 9.2 / 9.3 eV
2S+1: 5

***

This record from the Open Molecules 2025 dataset describes the molecule C19H23F3N2O2S. The level of theory is the ωB97M-V functional and the def2-TZVPD basis.

The geometry in XYZ format:
```
50
Properties=species:S:1:pos:R:3:forces:R:3
O 2.146036 3.260014 1.222983 -0.13 0.35 0.35
C 2.711970 2.254534 0.407930 0.38 -0.34 -0.24
C 4.250430 2.215354 0.553405 -0.23 0.18 0.19
O 4.920344 1.992449 -0.667075 0.12 -0.02 -0.11
C 4.738202 0.715518 -1.244206 0.04 0.09 -0.25
C 5.315632 -0.393299 -0.419632 -0.21 -0.30 0.04
C 6.483369 -0.401577 0.277357 -0.18 0.12 -0.18
C 6.722442 -1.624521 0.945768 0.00 -0.15 0.06
C 5.734364 -2.530128 0.745369 -0.35 -0.04 -0.19
S 4.483112 -1.906281 -0.258364 0.58 0.31 0.16
H 5.654439 -3.531014 1.119548 0.05 -0.21 0.11
H 7.594621 -1.816214 1.544439 0.14 -0.07 0.12
H 7.147707 0.443125 0.310615 0.10 0.19 0.00
H 5.264757 0.778434 -2.203800 -0.19 -0.08 0.10
H 3.677090 0.516482 -1.444263 0.01 0.03 -0.06
H 4.607217 3.195923 0.882622 -0.09 -0.09 0.04
H 4.546942 1.473903 1.307310 0.00 0.06 -0.02
C 2.038930 0.926844 0.794191 0.07 0.34 -0.20
N 1.005453 0.572519 -0.159350 -0.04 -0.15 0.05
C -0.190024 1.382917 -0.000298 -0.13 0.16 -0.32
H 0.094414 2.434875 -0.013705 -0.04 0.03 0.04
C -1.171272 1.088460 -1.138983 0.08 0.27 0.31
N -1.525359 -0.316894 -1.136457 0.28 0.05 -0.42
C -2.622497 -0.770617 -0.441454 -0.58 -0.21 0.15
C -3.815282 -0.033655 -0.450251 -0.01 -0.05 0.13
C -4.945793 -0.503527 0.194161 0.05 -0.06 0.09
C -4.952520 -1.722211 0.856919 -0.05 0.11 -0.06
C -3.783739 -2.463625 0.857260 -0.18 0.03 0.02
C -2.644103 -2.003767 0.229679 0.21 0.08 -0.07
H -1.756390 -2.613153 0.280157 0.10 -0.02 0.00
H -3.757707 -3.414577 1.367657 0.03 -0.09 0.04
H -5.840788 -2.074756 1.354467 -0.07 -0.02 0.04
C -6.183942 0.340395 0.125866 -0.35 0.28 -0.10
F -7.162692 -0.072893 0.942597 0.04 -0.24 0.16
F -5.946419 1.628537 0.444675 0.21 0.06 0.05
F -6.717246 0.367056 -1.113775 0.11 -0.11 -0.14
H -3.879717 0.905138 -0.976679 0.03 0.07 -0.07
C -0.326398 -1.115457 -1.261777 0.17 -0.21 0.26
H -0.575612 -2.173545 -1.321368 0.00 0.02 -0.04
C 0.654007 -0.836227 -0.119060 -0.07 -0.12 -0.26
H 1.560224 -1.430665 -0.257749 -0.04 -0.01 0.06
H 0.192542 -1.115532 0.844932 0.04 -0.02 -0.01
H 0.154884 -0.825998 -2.201690 0.02 -0.08 0.04
H -2.051491 1.716245 -1.026573 0.02 -0.02 -0.07
H -0.694042 1.316960 -2.096680 -0.05 0.08 0.04
H -0.686827 1.175120 0.965242 0.04 0.04 -0.01
H 1.644092 1.041223 1.816687 0.05 -0.08 0.01
H 2.775108 0.122117 0.803924 0.00 0.02 0.03
H 2.489375 2.463521 -0.650852 0.06 -0.12 0.12
H 2.508226 4.116740 0.970859 -0.01 -0.06 -0.01
```
Forces are in eV/Å.

Summary:
LUMO level: 0.5298 eV
Total charge: 0
Highest occupied orbital energy: -7.8768 eV
Structure (SMILES): O[C@@H](COCc1cccs1)CN1CCN(c2cccc(C(F)(F)F)c2)CC1
ΔE to the lowest compared entry with this formula, charge and spin: 9.0 kcal/mol
Calculated total energy: -1695.568599 Eh
Orbital gap: 8.4 eV
2S+1: 1